C4H38NO13S2 | wB97M-V/def2-TZVPD

The geometry in XYZ format:
```
58
Properties=species:S:1:pos:R:3:forces:R:3
S 2.035723 -3.956074 -0.584745 -0.83 -1.51 -3.65
S 2.617918 -3.235291 1.044051 0.67 1.53 3.85
O 1.954196 2.295521 1.354184 0.46 -1.03 -2.23
O -3.256554 2.467816 -0.232708 3.90 -2.25 1.30
O -1.049361 0.280146 -0.096840 1.06 -1.79 2.06
O 2.211238 0.108997 -2.345144 3.07 -2.48 -1.02
O -1.125387 2.877297 -1.781166 -2.89 -3.34 -6.04
O -0.910696 0.791204 2.963671 -1.78 -2.71 -0.55
O -2.353344 -2.444459 2.432218 0.83 -1.25 0.86
O -0.305155 -1.508334 3.968852 1.00 0.63 0.06
O -0.567296 2.770610 1.059166 2.01 0.10 -1.34
O 0.378669 1.588205 -3.894538 2.26 2.36 4.28
O -3.381983 -0.265783 1.264757 -1.53 -1.87 -1.30
O -3.428670 0.312370 -2.313939 0.73 0.40 0.13
O 3.269005 2.333535 -0.967499 -1.75 -2.07 -0.46
N 1.530543 -0.082850 1.615737 -1.75 -1.05 2.30
C 2.427610 -0.350485 0.528161 0.41 -2.28 -3.53
C -0.060488 -3.290928 -2.359182 -1.30 -2.48 -0.75
C 0.248134 -3.797511 -0.836257 -1.72 1.78 -1.19
C 3.307868 -1.567767 0.775508 -1.53 -0.25 0.47
H -0.574939 -2.351440 -2.479834 -0.31 0.44 0.64
H -0.767199 3.325587 -1.120832 1.88 3.41 4.77
H 1.543351 0.282584 -2.968586 -2.26 1.14 -1.41
H 4.049915 -1.662878 0.042804 1.00 0.08 -1.26
H 3.673343 3.067877 -1.387536 0.51 1.07 -0.71
H 0.001532 -1.794193 4.837074 -0.61 -0.59 -0.35
H -0.280177 1.378071 -4.460123 -3.23 -1.20 -3.07
H -0.983024 -2.041971 3.508526 -0.10 -0.46 0.53
H 1.470770 -0.828877 2.326302 0.16 -0.49 -0.46
H 3.804076 -1.350975 1.687489 0.80 -0.20 1.15
H -0.277323 -3.126745 -0.061571 1.09 -0.82 -1.13
H -2.056437 3.137321 -1.988923 1.48 0.06 0.94
H -3.130363 0.649731 1.106099 -0.40 -0.27 -0.87
H 0.427939 2.507084 1.178171 -1.35 0.72 -1.15
H -0.231137 -4.775224 -0.779750 0.37 -0.04 0.31
H 0.805519 -3.174871 -3.039119 -0.06 -0.49 0.73
H -0.076431 2.230199 -3.239932 0.94 -1.32 -1.08
H 2.458075 2.367214 0.459365 -0.37 0.23 0.97
H -2.725078 -1.662069 2.073328 -1.04 2.08 -0.25
H 2.752809 -0.557288 -2.919662 -0.92 1.70 1.86
H 2.163604 3.014526 1.887504 0.84 2.29 1.29
H 3.179250 0.387505 0.488307 0.36 1.36 -0.29
H -3.789243 -0.723847 0.426408 1.34 2.14 2.12
H -0.622030 0.222068 3.725680 -0.12 0.62 -0.53
H -0.805182 -4.093329 -2.915549 1.97 1.92 1.48
H 0.546418 -0.091090 1.259780 0.42 0.99 0.38
H -3.901392 3.098401 -0.102647 -2.12 2.24 0.93
H -1.543647 0.058076 2.553684 1.68 2.52 0.80
H 2.768847 1.784912 -1.672622 1.22 0.84 1.21
H -2.503367 2.565598 0.476806 -2.06 0.37 -2.05
H 1.798290 0.747382 2.221014 -0.84 -0.74 -1.73
H -4.320195 0.435944 -2.634486 -0.33 0.04 -0.15
H 1.947416 -0.456327 -0.577224 0.55 0.55 3.16
H -3.085623 1.211518 -2.149097 -0.40 -0.64 0.16
H -1.025441 1.201183 0.085698 0.16 1.64 -0.18
H -2.224959 -2.917689 1.620474 0.39 -1.01 -0.44
H -0.768478 2.504141 1.925100 -1.45 -0.61 2.37
H -1.241461 0.105675 -0.986408 -0.49 -0.03 -1.97
```
Forces are in eV/Å.

Results
energy relative to the best compared isomer or geometry (same formula, charge and spin) = 116.6 kcal per mole
charge = +1

So, what does the Löwdin scheme give us? The charges, in e, come out as: 0.464 0.472 -0.054 -0.050 -0.014 -0.082 -0.006 -0.118 -0.015 -0.071 -0.094 -0.036 -0.092 -0.053 -0.045 0.128 -0.257 -0.159 -0.545 -0.494 0.024 -0.043 -0.017 0.062 0.055 0.076 -0.019 0.023 0.130 0.066 0.075 0.089 0.010 0.036 0.049 0.044 0.063 0.074 -0.034 0.147 0.064 0.087 0.137 0.034 0.121 0.121 0.021 0.082 0.083 0.089 0.162 0.042 0.152 0.005 -0.036 0.047 -0.010 0.014

---

C20H21FNO | wB97M-V/def2-TZVPD

The geometry in XYZ format:
```
44
Properties=species:S:1:pos:R:3:forces:R:3
F 2.304930 4.804850 -1.090103 0.03 -0.08 -0.03
O -0.180177 -3.486517 3.189103 0.17 0.43 -0.12
N -1.290350 0.332457 -1.654283 0.22 0.01 0.02
C -1.550723 1.373251 -2.676658 -0.01 0.39 -0.55
C 1.211638 -1.178773 2.811400 0.08 0.03 0.04
C 0.875668 1.904239 -2.683681 0.12 -0.10 -0.07
C -1.902241 -2.827679 1.632333 0.31 -0.38 0.44
C 0.246189 0.775110 1.092924 0.06 0.06 0.13
C -1.698964 -0.685519 0.524021 -0.35 -0.13 -0.22
C 0.007216 -1.408682 2.119865 0.02 0.06 -0.05
C -0.724663 -2.622719 2.320303 -0.33 0.00 -0.26
C 1.736625 0.919381 -2.205476 0.04 0.03 -0.16
C 1.071590 3.223565 -2.297183 0.12 0.08 0.13
C -0.305000 1.542116 -3.549897 0.04 0.05 0.19
C -0.850093 -4.696172 3.478284 -0.17 -0.35 0.09
C -2.215469 0.305439 -0.477729 -0.24 -0.27 0.65
C 2.794534 1.248916 -1.371681 -0.03 0.09 0.01
C 2.129375 3.531294 -1.459939 -0.11 -0.15 0.01
C -0.489440 -0.423682 1.228226 0.10 -0.23 0.22
C 2.998492 2.561125 -0.987983 -0.02 0.14 -0.07
C -2.368404 -1.864786 0.736412 0.17 0.51 -0.17
C 1.905814 -0.011575 2.644545 -0.03 -0.15 0.08
C 1.408478 0.976523 1.788426 -0.11 0.08 -0.11
H 1.567090 -1.944222 3.481766 0.07 -0.04 0.06
H -0.230502 -5.204005 4.214679 -0.08 0.02 -0.07
H -1.765471 2.309699 -2.157553 -0.02 -0.15 0.07
H -2.256460 1.313161 -0.059530 0.06 0.03 -0.23
H 2.825096 0.159612 3.181494 0.09 -0.01 0.08
H 1.940933 1.908946 1.681371 0.03 0.09 -0.02
H -0.328486 0.495042 -1.291398 -0.28 -0.20 -0.14
H 3.462288 0.477640 -1.022947 0.08 -0.08 0.05
H 1.617990 -0.106895 -2.524975 -0.02 -0.13 -0.07
H -0.494286 2.331401 -4.276533 -0.07 -0.06 -0.04
H -0.942200 -5.323548 2.587487 0.01 0.06 0.02
H -2.421789 1.094103 -3.270609 0.00 -0.08 0.16
H -1.288093 -0.596388 -2.089497 0.08 0.15 0.15
H -0.103905 0.621447 -4.099911 -0.01 -0.01 -0.06
H -3.291787 -2.059919 0.210467 -0.11 0.00 -0.08
H -3.213034 0.028610 -0.821292 0.11 0.06 -0.09
H 0.429269 4.013945 -2.653059 -0.07 0.15 -0.04
H 3.819089 2.842901 -0.348755 0.10 0.06 0.08
H -0.121635 1.583226 0.474775 -0.04 0.12 -0.10
H -1.839897 -4.510399 3.903384 0.04 0.02 -0.03
H -2.479236 -3.726519 1.769409 -0.01 -0.12 0.05
```
Forces are in eV/Å.

Results
SMILES = COc1ccc(C[NH2+]CCc2cccc(F)c2)c2ccccc12
charge = +1

So, what does the Löwdin scheme give us? The charges, in e, come out as: 0.091 -0.064 0.050 -0.117 0.012 -0.252 0.002 -0.040 -0.187 -0.068 -0.214 -0.068 0.044 -0.113 -0.052 -0.083 -0.058 -0.259 -0.113 -0.002 -0.021 -0.048 -0.064 0.123 0.102 0.139 0.139 0.112 0.106 0.123 0.120 0.120 0.132 0.102 0.141 0.197 0.126 0.120 0.140 0.135 0.128 0.107 0.103 0.110

---

C17H24F4O14 | wB97M-V/def2-TZVPD

The geometry in XYZ format:
```
59
Properties=species:S:1:pos:R:3:forces:R:3
F 3.241158 1.357710 -0.366582 -0.22 0.03 -0.13
F 0.994293 -3.714205 -3.354675 -0.21 -0.23 -0.36
F -3.407928 3.354426 1.182428 0.10 -0.15 -0.05
F 0.794579 0.035070 -2.699714 -0.08 0.20 0.15
O 3.041443 0.209087 3.353062 0.68 0.13 0.21
O 5.067680 2.975579 -2.327167 -0.03 0.01 0.02
O -2.033980 -5.379014 -1.192203 -0.26 0.03 0.50
O 0.418658 -0.356770 0.476721 0.18 0.74 -0.28
O 3.619194 4.433256 -3.256852 -0.04 0.21 0.12
O -2.003510 -3.607378 -2.571827 -0.42 0.91 -0.17
O 0.589075 -2.565992 0.571691 0.59 -0.14 -0.32
O -1.469233 3.012043 4.612396 0.17 -0.10 -0.19
O -3.546381 2.425951 4.025127 -0.21 0.02 -0.52
O -0.051321 -1.563385 -1.333853 0.45 1.11 -0.38
O -3.654112 1.427491 -1.454115 0.14 0.01 0.03
O 2.892064 2.561568 -2.248909 -0.44 -0.46 -0.07
O -1.896654 2.327587 2.521031 -0.16 -0.33 -1.59
O -0.577690 -5.260859 -2.888613 0.21 0.28 -0.34
C -2.222454 2.622765 3.785162 -0.07 0.63 1.60
C -0.014562 0.596177 -0.494885 0.90 0.35 -0.05
C 1.231002 -1.183754 3.913366 -1.06 -1.33 -0.22
C -1.585746 -4.775308 -2.098146 0.29 -0.73 -0.35
C 3.470081 1.405149 -1.723548 0.57 0.10 0.36
C 2.673983 -1.177137 3.365424 -0.99 0.96 0.48
C -1.297682 -3.244566 -3.768878 -0.46 -0.32 0.51
C 3.846494 3.437296 -2.664775 0.37 0.05 -0.02
C -3.090804 2.163266 1.768579 -0.40 -0.11 1.05
C -0.172727 -0.204283 -1.763592 -0.85 -1.66 0.07
C 4.961610 1.589577 -1.985815 -0.15 0.23 -0.56
C -3.612306 0.786488 -2.719738 0.70 -0.32 -0.07
C 1.883536 1.027871 3.466218 -0.05 -0.86 0.44
C 0.948401 0.239617 4.396903 0.72 -0.54 -0.70
C -4.063019 1.791605 2.875033 -0.15 -1.05 -0.93
C 0.416227 -1.574887 -0.057295 -1.19 -1.18 1.00
C -0.179276 -4.285201 -3.803572 0.11 0.21 0.14
H -0.025673 -4.757149 -4.774368 0.29 0.12 0.12
H -1.156235 -0.150531 -2.227170 0.23 0.35 -0.23
H -0.089812 0.537353 4.274722 -0.02 0.00 0.31
H 0.798133 1.305492 -0.658714 -0.27 0.28 0.25
H 1.070106 -1.972283 4.657396 0.44 0.39 0.45
H -0.929022 1.075176 -0.157455 0.00 0.03 -0.09
H -1.991870 -3.304456 -4.606871 0.09 -0.20 -0.05
H -4.002984 0.701661 2.990452 0.08 0.07 0.20
H -2.650019 0.982917 -3.197740 -0.04 0.51 0.17
H 0.473492 -1.528443 3.199100 0.38 0.49 -0.57
H -4.378996 1.155856 -3.398729 -0.20 -0.27 0.05
H -0.967328 -2.217009 -3.660070 0.37 -0.09 -0.04
H 3.027113 0.520601 -2.171815 -0.08 0.04 0.04
H -5.092450 1.982077 2.576072 0.00 0.73 0.60
H -4.488320 1.189889 -1.038598 -0.04 0.08 -0.06
H 5.582167 1.369431 -1.124815 -0.04 -0.04 0.05
H 3.325434 -1.680754 4.076378 0.29 -0.16 -0.33
H 1.305620 0.287417 5.424733 -0.26 0.54 0.08
H 2.734764 -1.566553 2.350327 0.11 -0.30 0.07
H 2.156571 1.975621 3.922959 0.14 0.17 -0.42
H -3.593337 -0.301051 -2.592909 -0.61 -0.04 -0.17
H 1.481530 1.103754 2.451687 -0.40 0.52 0.17
H -3.065666 1.373643 1.018432 0.69 0.29 -0.17
H 5.266689 1.030504 -2.871394 0.11 -0.21 0.19
```
Forces are in eV/Å.

Results
SMILES = O=C1OC[C@@H](F)O1.O=C1OC[C@@H](F)O1.O=C1OC[C@@H](F)O1.O=C1OC[C@@H](F)O1.C1CCOC1.CO

So, what does the Löwdin scheme give us? The charges, in e, come out as: 0.053 0.053 0.075 0.067 -0.159 0.078 0.196 0.083 0.192 0.070 0.185 0.187 0.094 0.114 -0.123 0.128 0.133 0.135 -0.566 -0.021 -0.176 -0.564 -0.305 -0.170 -0.035 -0.550 -0.302 -0.271 -0.035 -0.153 -0.196 -0.142 -0.082 -0.556 -0.288 0.167 0.131 0.094 0.131 0.105 0.129 0.138 0.143 0.070 0.092 0.087 0.117 0.151 0.144 0.080 0.144 0.113 0.115 0.106 0.122 0.081 0.105 0.142 0.141

---

Respective gap between HOMO and LUMO values: 8.9 8.4 9.0 eV.
Respective molecular weight values: 372.48 310.39 528.36 g/mol.
Respective HOMO energy values: -11.360 -11.028 -9.136 eV.